Record 1
Computed, not measured: an isolated molecule of C19H17BFN3O3 in a non-equilibrium geometry, with ωB97M-V/def2-TZVPD.

Geometry as XYZ:
```
44
Properties=species:S:1:pos:R:3:forces:R:3
O 1.07745 2.26549 -3.17690 -1.5 -0.9 1.2
F -1.90873 6.44053 -6.87657 0.5 -1.9 1.1
N 1.33650 -0.62847 -0.25687 0.5 0.2 -0.1
O -1.42571 -1.82509 3.78547 -0.5 0.7 1.8
O -1.64699 -4.05422 2.76404 0.2 3.1 1.4
B -0.91269 -3.06740 3.45477 1.8 -1.2 -0.6
C 0.03132 1.83966 -2.66764 0.5 1.1 -1.5
C 1.13047 0.10146 -1.33978 -1.1 0.5 0.9
C 0.49031 -0.38950 0.73728 1.9 -3.6 1.3
C -0.58065 0.41374 0.71756 -1.6 1.4 2.3
C 1.83289 -4.42748 5.62832 0.6 1.1 -1.9
C 2.93257 -4.15020 4.80231 0.7 0.2 -0.4
C -2.66537 4.38537 -5.86492 -2.5 2.4 -2.1
C -0.55296 5.27271 -5.20332 -1.4 0.6 -0.8
C 0.65751 -4.04282 5.02626 0.2 -0.1 -0.5
C -0.81998 1.17213 -0.34272 0.0 1.1 -2.9
C -2.61296 3.49524 -4.88842 2.2 -2.0 3.0
C -0.50359 4.35200 -4.17478 -0.9 0.0 -0.5
C 2.93991 -3.45790 3.56212 -0.7 -0.3 0.6
C -1.71625 5.35549 -5.98971 1.4 1.6 -0.5
C 0.59644 -3.36174 3.81381 -1.3 0.0 -0.1
C 0.04711 0.94113 -1.44193 -0.9 1.8 -1.3
C -1.52260 3.41133 -3.98142 1.3 -0.6 -1.6
C 1.70998 -3.00473 3.07797 1.2 -0.1 0.7
N -1.21712 2.20620 -3.26152 -0.6 0.0 1.3
N 0.73628 -1.10927 1.89321 0.3 -0.4 0.6
C 1.68923 -2.19487 1.83453 0.7 1.2 -0.6
H -1.05778 -1.36467 4.61596 -0.6 -1.3 -2.1
H -2.42506 -3.47231 2.77747 -1.2 -1.0 -0.8
H 1.83343 0.16034 -2.11737 1.0 -0.5 -0.9
H -1.03785 0.53267 1.68131 -0.7 0.2 0.1
H 1.92972 -4.85747 6.61050 0.0 -0.3 -0.1
H 3.85339 -4.53882 5.13137 1.3 -0.2 0.4
H -3.61705 4.39875 -6.43296 0.9 0.3 0.0
H 0.30254 5.88827 -5.41304 0.0 0.4 0.1
H -0.29088 -4.36772 5.33530 -1.1 -0.4 1.3
H -1.55141 1.99010 -0.40679 0.2 -0.6 0.2
H -3.36003 2.77703 -4.86989 -1.3 -1.4 0.3
H 0.36650 4.37175 -3.59064 0.9 -0.4 0.7
H 3.82737 -3.22645 2.92321 -0.5 -0.5 1.1
H -2.02411 1.60921 -3.08220 0.5 0.3 0.2
H 0.05726 -1.33405 2.61272 -0.4 1.3 -0.8
H 2.67194 -1.72338 1.60848 -0.4 -0.8 0.2
H 1.39965 -2.78203 0.98541 0.2 -0.8 -0.7
```
Positions in Å, forces in eV/Å.

Output
ΔE to the lowest compared entry with this formula, charge and spin in kcal/mol: 56.1
Largest force on an atom in eV Å⁻¹: 4.31
HOMO in eV: -8.267
Kohn-Sham gap in eV: 8.388
Energy in eV: -33986.596
Net charge: 0
SMILES string: O=C(Nc1ccc(F)cc1)c1ccc(NCc2ccccc2B(O)O)nc1

Record 2
Computed, not measured: a structure of composition C24H38AsF10N2O9S in a non-equilibrium geometry, with ωB97M-V/def2-TZVPD.

Geometry as XYZ:
```
85
Properties=species:S:1:pos:R:3:forces:R:3
C -1.65059 2.14900 6.85472 -0.1 0.0 -0.2
C -0.49780 2.47135 5.80201 -0.3 0.1 0.0
C 0.08310 1.19252 5.11746 -0.6 0.7 0.6
O 0.57630 0.34219 5.80072 0.0 -0.1 -0.5
O -0.02738 1.07042 3.73632 0.4 1.0 0.7
C 1.21110 1.49275 3.06470 0.8 -1.5 -0.3
C 1.43929 0.43884 1.91548 -0.4 -0.7 -0.2
C 0.43457 0.64897 0.69320 0.2 0.9 1.7
C -0.20035 -0.64953 0.08429 -0.7 0.5 -1.0
O -0.77136 -1.45615 1.10335 0.3 0.4 -0.2
C -1.95116 -0.98731 1.72135 -1.6 0.0 0.8
C -3.25159 -0.85129 0.84197 -1.4 1.2 1.2
C -3.45972 0.61292 0.24673 -0.1 -0.4 -0.5
C -4.47811 -1.04060 1.87226 0.2 -0.9 0.0
C -5.86554 -1.23052 1.13479 0.3 0.9 1.3
C -4.56440 0.08669 2.96515 -0.5 -0.4 0.1
C 0.64218 -1.66257 -0.79999 0.7 -0.4 -0.8
C 1.88185 -2.32958 -0.10677 0.4 -0.7 1.2
C 3.02955 -2.89409 -1.02231 1.6 0.7 0.3
O 2.68811 -3.51727 -2.25077 0.6 0.4 0.3
C 3.22996 -2.91136 -3.39881 0.0 0.4 -1.4
C 4.74418 -2.66645 -3.65051 0.3 0.8 1.4
O 2.46162 -2.60597 -4.25581 0.0 -0.4 0.1
C -0.32881 -2.77256 -1.44637 -0.1 0.4 -1.0
F -1.66273 -2.32720 -1.52792 1.3 -0.3 0.7
F -0.02159 -2.99862 -2.77360 -0.1 0.0 1.9
C -0.40900 -4.17277 -0.77105 -1.3 -2.4 -0.2
F -0.59787 -4.20280 0.60142 0.5 0.6 -1.2
F 0.63451 -5.04413 -1.05307 -0.6 1.5 0.4
O 1.17996 -1.04914 -2.02432 -0.5 1.4 0.8
S 2.14172 0.25482 -1.68649 1.2 -0.2 -1.1
O 2.96036 0.49356 -2.85769 -1.1 -0.4 1.1
O 1.02077 1.50233 -1.66124 0.1 -1.2 0.6
C 0.84527 1.83500 -0.28619 -1.0 1.5 1.0
C -0.24459 3.01681 -0.26941 -0.8 -0.4 -0.8
C -0.50587 3.63142 -1.70679 0.2 1.2 0.9
N -1.49508 2.87231 -2.49265 0.4 0.1 -0.4
N 2.11303 2.44377 0.23850 -0.4 0.6 -0.4
C 2.54857 3.37780 -0.43851 -0.1 -2.4 0.3
O 3.08762 4.08202 -1.16030 0.5 1.6 -0.4
H -2.55185 2.77965 6.62620 0.9 -0.6 0.3
H -1.96810 1.07525 6.83756 0.4 0.9 -0.1
H -1.32329 2.37417 7.89960 -0.2 -0.2 -0.9
H 0.34998 2.93480 6.37895 -0.7 -0.4 -0.8
H -0.88379 3.20604 5.04902 0.5 -0.7 0.6
H 2.03199 1.32567 3.81714 -0.6 0.6 -0.8
H 1.14300 2.54671 2.70347 0.0 -0.8 0.4
H 2.50595 0.34272 1.59670 -0.8 0.5 0.2
H 1.17918 -0.55508 2.38497 0.2 1.0 -0.5
H -0.42602 1.13901 1.24862 0.6 -0.9 -0.8
H -1.02310 -0.24626 -0.58290 0.9 -0.6 0.4
H -2.20695 -1.73806 2.52679 0.6 0.5 -0.9
H -1.85274 -0.01593 2.29388 0.4 -0.9 -0.8
H -3.40766 -1.65463 0.08311 0.6 0.7 0.4
H -3.25865 1.40999 1.00859 0.0 -0.8 -0.6
H -2.83729 0.81367 -0.66048 -0.4 -0.1 0.8
H -4.53045 0.76269 -0.07529 1.1 -0.2 0.3
H -4.30028 -2.01034 2.43027 0.0 0.9 -0.6
H -5.82290 -1.96285 0.29512 -0.1 0.7 0.6
H -6.59593 -1.55833 1.92787 0.6 0.1 -1.0
H -6.20960 -0.20659 0.82004 0.1 -1.1 -0.2
H -4.95157 1.03354 2.50737 0.5 -0.7 0.5
H -5.30209 -0.21827 3.76478 0.6 0.3 -0.9
H -3.59231 0.24728 3.50655 -0.9 0.0 -0.7
H 2.43089 -1.58452 0.54044 -0.8 -0.5 -0.7
H 1.62011 -3.14321 0.63017 -0.3 0.9 -0.9
H 3.73886 -2.03767 -1.23943 -0.7 -0.8 0.2
H 3.64525 -3.61430 -0.40423 -0.8 0.7 -0.5
H 5.36222 -2.77599 -2.71336 -0.5 -0.2 -1.0
H 5.16279 -3.26629 -4.49529 -0.7 0.3 0.8
H 4.84050 -1.58800 -3.95883 -0.3 -1.1 0.2
H -1.32031 -4.67931 -1.20456 0.8 0.7 0.3
H -1.25479 2.65382 0.07123 1.0 0.1 -0.3
H 0.04685 3.81388 0.47002 0.0 -0.9 -0.8
H -0.97767 4.64001 -1.50287 0.4 -1.0 -0.2
H 0.44735 3.87166 -2.25821 -0.7 -0.5 0.6
H -1.18457 1.91914 -2.69662 0.2 0.4 0.2
H -1.53012 3.32268 -3.41644 -0.2 -0.3 0.5
F 5.15195 0.40601 -8.22012 -0.5 0.1 0.7
As 3.97429 0.57086 -6.90813 -0.3 0.1 0.0
F 3.06574 1.74549 -7.87347 0.5 -0.5 0.4
F 4.93626 1.88527 -6.21411 -0.4 -0.7 -0.3
F 2.79992 0.73689 -5.59714 0.7 -0.1 -0.8
F 4.89056 -0.60423 -5.94640 -0.3 0.5 -0.4
F 3.01833 -0.74263 -7.60447 0.5 0.7 0.3
```
Positions in Å, forces in eV/Å.

Output
Largest force on an atom in eV Å⁻¹: 2.73
HOMO in eV: -7.427
Kohn-Sham gap in eV: 9.161
Energy in eV: -145762.566
Net charge: -1

Record 3
Computed, not measured: a cluster of 2 separate species, CHBrClNO2 in total in a non-equilibrium geometry, with ωB97M-V/def2-TZVPD.

Geometry as XYZ:
```
7
Properties=species:S:1:pos:R:3:forces:R:3
C -0.43594 0.12405 0.45132 3.7 -1.7 0.9
N 0.22593 1.14275 1.34073 2.9 -0.9 -0.6
O 1.46045 1.24760 1.19256 -2.3 0.0 -0.2
O -0.45149 1.64342 2.17246 -0.6 1.1 0.8
Cl -1.91425 -0.23467 0.94611 -1.1 -0.4 -0.8
Br 0.80667 -2.40552 1.97663 -0.5 1.2 -0.8
H 0.37758 -0.37770 -0.21193 -2.1 0.7 0.6
```
Positions in Å, forces in eV/Å.

Output
ΔE to the lowest compared entry with this formula, charge and spin in kcal/mol: 74.4
Largest force on an atom in eV Å⁻¹: 4.17
HOMO (spin up / spin down) in eV: -9.550 / -9.527
Kohn-Sham gap (spin up / spin down) in eV: 5.308 / 5.276
Energy in eV: -89196.374
Net charge: 0

Record 4
Computed, not measured: the ion C20H40NOS with charge +1, with ωB97M-V/def2-TZVPD.

Geometry as XYZ:
```
63
Properties=species:S:1:pos:R:3:forces:R:3
C 0.53433 2.51709 0.04166 0.4 -0.2 -0.1
C 1.93232 3.12084 -0.17189 -0.5 -0.5 0.4
C 2.94895 2.60493 0.86601 -0.3 0.2 -0.3
C 3.84787 1.46580 0.37319 0.1 0.1 0.5
C 3.35677 0.06485 0.76400 0.3 -0.3 -0.3
C 3.22464 -0.93689 -0.38803 -0.2 0.0 0.1
C 2.58357 -0.37074 -1.66374 0.0 0.0 0.0
C 1.45145 -1.21284 -2.27505 0.1 0.2 -0.3
C 0.20943 -0.37704 -2.63078 0.1 -0.5 0.1
C -1.10000 -1.19978 -2.71993 0.0 0.8 -0.2
S -1.88733 -0.72060 -4.36083 0.3 -0.3 0.0
C -2.49289 0.64695 -3.57383 0.0 -0.1 0.1
N -2.56404 0.59353 -2.28094 0.0 0.6 0.0
C -3.00376 1.82499 -1.56545 -0.1 0.2 0.1
C -3.21354 1.73743 -0.07416 -0.2 -0.1 0.1
O -4.45640 1.17160 0.27856 0.0 0.2 0.0
C -2.27371 -0.79085 -1.82080 -0.1 -0.8 0.2
C -2.24628 -1.22801 -0.35177 0.7 0.2 0.0
C -0.92773 -1.21632 0.44940 -0.2 -0.1 0.1
C -1.20028 -0.87517 1.91351 0.1 -0.3 0.0
C -0.03889 -1.17144 2.87166 -0.1 0.4 0.3
C -0.47526 -1.98028 4.08824 -0.2 -0.2 0.0
C -0.72241 -3.45521 3.76424 0.1 0.3 0.0
H 0.59298 1.43026 -0.07154 -0.1 0.0 0.1
H 0.17241 2.71271 1.04849 -0.1 0.1 0.1
H -0.18154 2.90061 -0.68524 -0.1 0.1 0.0
H 2.25781 2.83106 -1.16865 0.2 0.3 -0.2
H 1.84367 4.20084 -0.10838 0.1 0.2 -0.2
H 3.55130 3.44409 1.20429 0.2 0.0 0.0
H 2.38776 2.26900 1.73867 0.1 0.0 0.2
H 4.83158 1.61492 0.81269 0.1 0.0 0.0
H 3.98869 1.54125 -0.70279 0.0 0.1 -0.1
H 4.05625 -0.36767 1.47707 0.0 0.0 0.2
H 2.40583 0.12135 1.28067 -0.3 0.2 0.1
H 4.20177 -1.35854 -0.61021 0.1 0.0 -0.1
H 2.61715 -1.77081 -0.03284 0.0 -0.1 0.1
H 2.21456 0.63915 -1.47901 -0.1 0.0 0.1
H 3.36562 -0.25112 -2.40926 0.0 0.1 -0.1
H 1.19323 -2.06434 -1.65046 -0.1 0.0 0.3
H 1.82040 -1.63031 -3.21137 -0.1 -0.3 0.0
H 0.39740 0.04557 -3.61212 0.0 0.3 0.0
H 0.10318 0.46349 -1.94762 -0.1 0.0 0.1
H -0.89245 -2.26042 -2.64810 -0.3 -0.2 -0.3
H -2.79115 1.53991 -4.10247 -0.1 0.0 -0.1
H -3.94740 2.13823 -2.00691 -0.1 0.0 -0.1
H -2.27595 2.60729 -1.77064 0.2 -0.1 0.0
H -3.24924 2.75902 0.29176 0.0 0.1 0.0
H -2.38016 1.25368 0.43172 0.2 0.0 0.0
H -4.46925 0.23136 0.09739 -0.1 -0.2 0.0
H -3.12586 -1.34004 -2.24262 -0.1 0.0 0.1
H -2.58903 -2.25893 -0.39354 -0.1 -0.1 0.0
H -2.98775 -0.71438 0.24727 -0.2 0.1 -0.1
H -0.51251 -2.22386 0.43715 0.2 0.0 -0.2
H -0.17562 -0.56137 0.02065 0.1 0.2 0.0
H -1.50711 0.16552 2.01427 -0.1 0.1 0.0
H -2.05588 -1.47743 2.22615 -0.1 0.0 0.0
H 0.77198 -1.68847 2.36027 0.1 -0.1 -0.1
H 0.37248 -0.22897 3.23042 0.1 0.1 -0.1
H 0.25224 -1.88085 4.89042 0.2 -0.1 0.0
H -1.40099 -1.55606 4.48049 0.0 0.1 0.1
H -1.69542 -3.58663 3.29629 -0.1 -0.1 -0.1
H 0.03687 -3.82910 3.07875 0.1 -0.1 0.0
H -0.68467 -4.07289 4.65565 -0.1 -0.1 0.1
```
Positions in Å, forces in eV/Å.

Output
Largest force on an atom in eV Å⁻¹: 0.84
HOMO in eV: -13.087
Kohn-Sham gap in eV: 9.059
Energy in eV: -35754.487
Net charge: +1

Record 5
Computed, not measured: an isolated molecule of C5H4N2 in a non-equilibrium geometry, with ωB97M-V/def2-TZVPD.

Geometry as XYZ:
```
11
Properties=species:S:1:pos:R:3:forces:R:3
C 2.85903 0.17584 0.06966 0.1 0.0 0.0
C 1.66363 0.07860 0.03191 0.1 -0.3 0.0
C 0.24661 -0.02772 -0.01201 -0.3 -0.3 0.2
C -0.67500 -0.94617 -0.52636 -0.2 0.3 0.7
C -1.90402 -0.34799 -0.26533 -0.6 0.3 0.1
N -1.81947 0.78163 0.41331 0.0 0.2 -0.5
N -0.50805 0.96253 0.54427 0.1 0.2 0.0
H 3.92437 0.23690 0.10129 -0.2 0.0 0.0
H -0.75949 -2.00179 -0.72990 1.3 0.1 -0.7
H -2.84134 -0.71004 -0.63841 -0.4 -0.1 0.3
H -0.18628 1.79822 1.01158 0.1 -0.2 -0.2
```
Positions in Å, forces in eV/Å.

Output
ΔE to the lowest compared entry with this formula, charge and spin in kcal/mol: 51.2
Largest force on an atom in eV Å⁻¹: 1.46
HOMO in eV: -9.053
Kohn-Sham gap in eV: 10.051
Energy in eV: -8227.274
Net charge: 0
SMILES string: C#Cc1ccn[nH]1

Record 6
Computed, not measured: an isolated molecule of C6H12O2 in a non-equilibrium geometry, with ωB97M-V/def2-TZVPD.

Geometry as XYZ:
```
20
Properties=species:S:1:pos:R:3:forces:R:3
O -2.85140 1.47734 0.33000 -0.1 0.0 0.4
C -1.68190 1.71892 0.46244 -0.4 0.4 -0.4
O -1.11651 2.82991 -0.08216 0.1 0.6 0.4
C -0.64978 0.84792 1.08469 0.6 -0.7 -0.4
C 0.03726 0.01057 -0.03430 0.5 0.4 0.4
C -0.90706 -0.81638 -0.90128 0.1 -0.3 -0.3
C 1.20741 -0.78531 0.56727 -0.6 -0.2 -0.5
C 2.04402 -1.47242 -0.50534 0.2 -0.7 0.3
H -1.78803 3.51554 -0.25943 0.1 -0.7 -0.1
H -1.06640 0.19111 1.84473 -0.3 0.1 0.0
H 0.14774 1.44630 1.51497 -0.1 0.2 0.2
H 0.54362 0.76792 -0.63127 -0.2 0.1 -0.5
H -0.76505 -1.89062 -0.73310 -0.1 0.1 0.2
H -1.96311 -0.57930 -0.74742 0.2 0.0 0.0
H -0.67061 -0.66539 -1.96142 -0.2 0.0 0.2
H 1.83983 -0.06647 1.07516 0.2 0.0 0.4
H 0.81627 -1.50699 1.28790 0.1 0.0 0.1
H 2.65047 -0.73644 -1.02291 0.0 0.0 -0.3
H 2.71744 -2.22402 -0.07739 0.1 0.3 0.1
H 1.45578 -2.06219 -1.21114 -0.2 0.4 -0.1
```
Positions in Å, forces in eV/Å.

Output
ΔE to the lowest compared entry with this formula, charge and spin in kcal/mol: 5.1
Largest force on an atom in eV Å⁻¹: 1.01
HOMO in eV: -10.368
Kohn-Sham gap in eV: 11.186
Energy in eV: -10512.086
Net charge: 0
SMILES string: CC[C@@H](C)CC(=O)O